The following is a DFT calculation (ωB97M-V with the def2-TZVPD basis set) of a structure of composition C9H19F4IN3O9PtS4 in a non-equilibrium geometry.

```
50
Properties=species:S:1:pos:R:3:forces:R:3:nbo_charge:R:1
Pt -1.06965 1.13909 -0.03703 -0.645 -0.431 -1.989 1.0098
N -2.64242 0.43911 1.07544 -3.993 -1.175 1.387 -1.1818
S -3.34835 0.94291 2.40675 2.851 5.548 5.542 2.4167
O -2.56728 0.57457 3.60742 -2.274 -0.681 -2.319 -0.8917
O -4.76687 1.16082 2.34951 0.271 -1.909 -0.088 -0.8587
F -2.93606 2.49471 2.40924 0.527 -0.325 -0.647 -0.5108
S -3.82275 -0.75134 0.80624 -0.943 -4.523 -3.807 2.3636
O -4.69471 -0.55915 -0.35589 1.738 0.430 2.629 -0.8436
O -4.29460 -1.65167 1.87469 0.732 2.941 -0.959 -0.8515
F -2.65702 -1.69113 0.27349 0.328 -0.532 -0.932 -0.5194
N -0.37370 3.06212 0.17862 -2.055 3.375 1.516 -1.1555
S -1.27473 4.52324 0.24923 -6.923 2.780 0.840 2.3438
O -1.44972 5.22672 -1.00862 1.506 -0.757 1.481 -0.8424
O -1.19342 5.30181 1.47590 0.471 -1.967 -1.691 -0.8438
F -2.76052 3.89445 0.28951 1.297 -0.469 0.568 -0.4843
S 0.81994 3.89139 -0.33469 9.217 3.230 -2.248 2.3618
O 1.45892 4.98146 0.50453 -3.115 -2.786 -1.856 -0.8534
O 0.82580 4.15494 -1.76711 0.209 -1.138 2.001 -0.8721
F 1.98890 2.80894 -0.07540 -0.420 -0.570 -0.395 -0.5270
I -2.38509 1.63651 -2.61726 0.361 -0.124 0.868 -0.3845
C 1.97830 -1.55794 -2.45707 0.857 -0.085 -0.748 -0.6423
C 0.77780 -1.69314 -1.53756 -0.078 -1.046 -0.474 0.0944
C 0.66365 -3.10245 -0.87021 2.423 -0.305 -0.122 -0.4074
C 1.53223 -3.26138 0.39252 -1.680 -0.916 -1.970 -0.3971
C 1.24358 -2.17144 1.27053 1.629 1.557 2.867 -0.4000
C 1.41479 -0.68780 0.79047 2.448 -1.968 -1.308 0.1045
N 0.75219 -0.62693 -0.50325 -1.823 0.004 -0.550 -0.1876
O 0.81396 0.66744 -1.08306 -0.550 -0.815 0.021 -0.6007
C 0.78731 0.10660 1.84667 -1.668 1.512 1.580 -0.6624
C 2.90920 -0.28785 0.50262 -0.054 -0.260 1.094 -0.6515
C -0.41272 -1.59816 -2.46825 -2.191 0.857 0.049 -0.6437
H 2.20822 -0.54320 -2.78198 0.075 0.436 0.718 0.2074
H 1.73750 -1.91614 -3.45798 -0.018 -0.849 0.208 0.2301
H 2.88979 -2.03257 -2.09374 0.039 0.025 -0.038 0.2047
H -0.36873 -3.40748 -0.69924 0.100 0.204 0.071 0.2300
H 1.20299 -3.83630 -1.46911 -0.855 0.020 -1.183 0.2167
H 2.61649 -3.31051 0.29218 -0.040 -0.307 -0.984 0.1931
H 1.18909 -4.15589 0.91233 0.342 -0.328 -0.142 0.2196
H 2.09867 -2.41240 1.90208 -0.132 1.307 1.475 0.2135
H 0.36719 -2.36776 1.88818 -0.346 0.596 -0.337 0.2248
H 1.13451 -0.07648 2.86354 0.555 -0.403 -0.152 0.2482
H 0.76530 1.19557 1.80472 0.525 0.171 -0.557 0.2368
H -0.26341 -0.17222 1.92633 -0.211 -0.223 0.025 0.2366
H 3.39081 -0.97819 -0.18990 -0.132 0.112 -0.130 0.2050
H 2.99811 0.74571 0.16805 -0.267 -0.132 -0.348 0.2307
H 3.53119 -0.27134 1.39759 -0.159 -0.301 0.322 0.2188
H -0.61222 -2.34277 -3.23887 1.286 -0.477 -0.056 0.2244
H -0.50100 -0.64036 -2.98102 0.228 0.104 0.121 0.2437
H -1.35808 -1.72495 -1.94069 -0.020 0.484 0.610 0.2319
H 1.65662 0.88082 -1.49046 0.580 0.108 0.035 0.5026
```
Positions in Å, forces in eV/Å.

Computed properties:
HOMO (spin up / spin down): -6.06 / -6.00 eV
ΔE to the lowest compared entry with this formula, charge and spin: 106.0 kcal/mol
expectation value of S²: 2.015
charge: -1
energy: -3604.77495 a.u.
spin multiplicity: 3